24
Properties=species:S:1:pos:R:3:forces:R:3:nbo_charge:R:1 method="wB97M-V/def2-TZVPD" gap_ev=3.2 energy_ev=-15200.1946 molar_mass_da=335.8 charge=-2 lumo_energy_ev=5.7
C 1.213695 -1.943402 -1.520799 -0.4 -0.9 0.2 -0.36
C -0.183442 -1.825297 -1.749279 0.6 -0.8 0.0 -0.29
C -0.874551 -2.309100 -0.611694 -0.1 -0.5 0.0 -0.33
C 0.064528 -2.673324 0.392727 0.2 -0.2 -1.0 -0.43
C 1.396842 -2.483462 -0.182497 -0.4 0.2 -0.9 -0.47
Hg 0.812334 -0.425523 0.737815 -0.7 2.5 0.3 1.29
C -1.137201 2.039434 -0.193145 0.8 0.2 -0.5 -0.85
C 0.239245 2.335401 -0.338412 -2.5 0.8 -1.2 0.15
C 0.670982 3.300235 -1.271903 0.4 0.0 0.1 -0.88
N 1.122748 1.685436 0.478507 1.8 -1.2 1.5 -1.04
H -1.956060 -2.479797 -0.545891 0.5 0.5 0.1 0.21
H -0.650732 -1.506772 -2.691392 0.3 0.1 0.7 0.21
H -0.124922 -3.196978 1.324411 -0.1 0.2 -0.1 0.22
H 2.308193 -2.933743 0.212734 -0.2 0.4 0.0 0.21
H 2.011839 -1.758002 -2.256612 -0.5 0.1 0.6 0.20
H -1.846381 2.740113 -0.668739 0.2 -0.7 0.2 0.16
H 2.075602 2.043546 0.399031 -0.4 -0.5 -0.3 0.34
H -1.408528 1.249677 0.497243 -0.4 0.4 0.0 0.21
H -0.059863 3.655204 -1.996407 0.2 0.2 0.1 0.17
H 1.712710 3.610609 -1.341002 0.0 -0.1 -0.1 0.14
C -1.342004 0.239569 2.722937 0.8 -0.7 0.0 -1.33
H -1.116977 -0.833905 2.680258 -0.2 0.2 0.6 0.13
H -0.549283 0.915669 3.058012 -0.3 -0.2 0.1 0.17
H -2.378781 0.554410 2.864105 0.3 -0.1 -0.3 0.17